1.
{
  "formula": "CH6S3",
  "method": "ωB97M-V/def2-TZVPD",
  "energy_ev": -33639.824,
  "largest_force_ev_per_a": 1.15,
  "de_lowest_kj_mol": 6.9,
  "smiles": "CSS.S",
  "elements": ["C", "S", "S", "H", "H", "H", "H", "S", "H", "H"],
  "coordinates": [[1.1665, -0.6887, -1.2831], [-0.1397, 0.4448, -1.8854], [-1.8323, -0.5113, -1.1613], [0.9594, -1.6747, -1.6932], [2.0791, -0.3288, -1.7591], [1.1760, -0.7133, -0.2025], [-1.8079, -0.1200, 0.1310], [-0.9012, 1.5663, 2.9072], [-0.9442, 0.2506, 2.6939], [0.2443, 1.7750, 2.2524]],
  "atomic_forces_ev_per_a": [[-0.5982, 0.0946, -0.9809], [-0.1883, -0.3910, 0.6009], [0.2475, 0.0996, -0.1239], [0.0056, -0.0786, 0.1602], [0.1576, 0.0530, 0.4222], [0.2945, 0.1025, 0.1230], [0.0802, 0.1526, -0.1784], [-0.2609, 0.2921, 0.1601], [0.2042, -0.1235, -0.0946], [0.0577, -0.2013, -0.0887]],
  "lowdin_charge": [-0.48, 0.34, 0.29, 0.02, 0.03, 0.02, -0.23, 0.48, -0.24, -0.23]
}

---

2.
{
  "formula": "CH6S4",
  "method": "ωB97M-V/def2-TZVPD",
  "energy_ev": -44474.042,
  "largest_force_ev_per_a": 2.46,
  "de_lowest_kj_mol": 113.4,
  "smiles": "CSS.SS",
  "elements": ["C", "S", "S", "H", "H", "H", "H", "S", "S", "H", "H"],
  "coordinates": [[-1.0187, -0.8673, -0.7057], [-1.9729, -1.9771, 0.2652], [-1.4967, -1.6809, 2.2268], [-1.1696, 0.2027, -0.5784], [-1.0417, -1.2227, -1.7300], [-0.0439, -1.0469, -0.2101], [-0.2339, -1.3054, 1.9428], [2.8741, 1.3335, -0.6451], [1.5224, 2.9689, -0.7890], [2.3214, 0.8655, 0.4989], [0.2594, 2.7298, -0.2754]],
  "atomic_forces_ev_per_a": [[1.7869, 0.5201, 1.4574], [-1.9608, -1.3993, -0.5018], [0.4428, 0.7792, 0.1427], [-0.6486, 0.0094, -0.2696], [0.0826, 0.1136, -0.0259], [0.2162, 0.2531, -1.1507], [0.1011, -0.2650, 0.3341], [-1.4629, -0.0216, 0.4976], [-0.0981, 0.8130, -0.0266], [0.4905, 0.0428, -0.1514], [1.0504, -0.8452, -0.3058]],
  "lowdin_charge": [-0.51, 0.34, 0.30, 0.03, 0.04, 0.00, -0.20, 0.22, 0.18, -0.21, -0.19]
}

---

3.
{
  "formula": "CH7N",
  "method": "ωB97M-V/def2-TZVPD",
  "energy_ev": -2639.877,
  "largest_force_ev_per_a": 4.05,
  "de_lowest_kj_mol": 73.8,
  "smiles": "C.N",
  "elements": ["C", "H", "H", "H", "H", "N", "H", "H", "H"],
  "coordinates": [[4.4088, 0.2878, 3.1547], [3.8284, 1.1885, 3.2448], [5.3909, 0.4297, 2.7648], [4.4787, -0.0893, 4.2806], [3.7458, -0.4925, 2.6443], [-5.5154, -0.4681, -4.1224], [-5.9653, 0.3440, -4.6086], [-4.5886, -0.9469, -4.1939], [-5.7833, -0.2533, -3.1642]],
  "atomic_forces_ev_per_a": [[-1.8604, -2.3236, 2.7425], [-0.0062, 0.5666, -0.3062], [0.4310, -0.0065, -0.4762], [0.1288, 0.6707, -2.3196], [1.3067, 1.0928, 0.3594], [-1.1701, 0.4133, 0.9303], [1.9763, -1.4363, -0.3780], [-1.3900, 1.6939, -0.5191], [0.5838, -0.6709, -0.0333]],
  "lowdin_charge": [-0.07, -0.01, -0.01, 0.06, 0.04, -0.04, 0.02, 0.03, -0.01]
}

---

4.
{
  "formula": "CH7N",
  "method": "ωB97M-V/def2-TZVPD",
  "energy_ev": -2639.799,
  "largest_force_ev_per_a": 2.71,
  "de_lowest_kj_mol": 81.4,
  "smiles": "C.N",
  "elements": ["C", "H", "H", "H", "H", "N", "H", "H", "H"],
  "coordinates": [[-3.1169, 1.5867, 2.6166], [-2.5484, 0.9479, 3.3337], [-3.1810, 2.5686, 3.0433], [-4.0437, 1.0309, 2.8620], [-2.6016, 1.6891, 1.6432], [3.9202, -1.9674, -3.3296], [4.4903, -2.4756, -2.6815], [2.9519, -1.7647, -3.1977], [4.1291, -1.6155, -4.2900]],
  "atomic_forces_ev_per_a": [[0.5497, -1.2287, 1.6668], [0.7445, 0.8304, -0.6500], [-0.1246, 0.4872, 0.3257], [-0.2082, 0.6765, -1.6973], [-0.9613, -0.7655, 0.3548], [-0.6185, 1.3812, -2.2513], [-0.0494, 0.1335, -0.4742], [-0.1325, -0.4419, 0.9488], [0.8003, -1.0728, 1.7766]],
  "lowdin_charge": [-0.07, 0.02, 0.00, 0.02, 0.03, -0.01, 0.00, -0.02, 0.03]
}

---

5.
{
  "formula": "CH7N2O",
  "method": "ωB97M-V/def2-TZVPD",
  "energy_ev": -6178.086,
  "largest_force_ev_per_a": 0.83,
  "total_charge": -1,
  "de_lowest_kj_mol": 24.2,
  "elements": ["O", "H", "N", "C", "N", "H", "H", "H", "H", "H", "H"],
  "coordinates": [[0.0380, -1.8365, -1.0435], [0.4005, -2.0609, -1.9088], [-0.4669, 1.1012, -0.5972], [0.2500, 0.8234, 0.6956], [-0.1508, -0.4179, 1.3034], [-0.6697, 0.1547, -0.9401], [0.2485, 1.3661, -1.2663], [0.0772, 1.6776, 1.3654], [1.3243, 0.7737, 0.4839], [0.1109, -1.1403, 0.6075], [-1.1621, -0.4410, 1.3001]],
  "atomic_forces_ev_per_a": [[-0.0589, 0.0685, -0.2437], [-0.0010, -0.0217, 0.1765], [0.2291, -0.2837, 0.3654], [-0.0991, 0.4837, -0.6620], [0.2534, -0.0309, 0.0220], [-0.0419, -0.2482, -0.0525], [-0.0090, 0.3135, -0.0657], [0.0010, -0.1585, 0.0453], [0.0315, -0.0711, 0.2437], [-0.0769, -0.0628, 0.0345], [-0.2282, 0.0112, 0.1365]],
  "lowdin_charge": [-0.56, -0.17, -0.05, -0.41, -0.04, 0.01, 0.03, 0.07, 0.09, -0.01, 0.04]
}

---

6.
{
  "formula": "CH7N2O",
  "method": "ωB97M-V/def2-TZVPD",
  "energy_ev": -6177.395,
  "largest_force_ev_per_a": 4.21,
  "total_charge": -1,
  "de_lowest_kj_mol": 90.9,
  "elements": ["O", "H", "N", "C", "N", "H", "H", "H", "H", "H", "H"],
  "coordinates": [[0.2176, -2.5935, 0.0553], [-0.5070, -2.9885, -0.4407], [-1.0968, 0.6142, 0.8414], [-0.0478, 1.2701, -0.0371], [0.9453, 0.2600, -0.7076], [-0.5844, 0.0789, 1.5403], [-1.5080, -0.1753, 0.2531], [0.5307, 2.0722, 0.3675], [-0.5128, 1.8130, -0.9006], [0.6805, -0.7216, -0.4500], [1.8827, 0.3704, -0.5216]],
  "atomic_forces_ev_per_a": [[-0.0147, 0.4459, 0.0816], [0.0033, -0.0284, -0.0509], [0.8329, -0.1726, -1.8148], [0.3783, -2.1776, -2.2119], [-4.1984, 0.1979, 0.2935], [0.0287, 0.0266, -0.0587], [0.8070, 1.3408, 0.8875], [0.2901, 0.2717, 1.3812], [-0.3878, -0.7884, 0.7099], [-0.0191, 0.1844, -0.1861], [2.2798, 0.6997, 0.9687]],
  "lowdin_charge": [-0.62, -0.20, -0.04, -0.32, -0.03, 0.04, 0.07, 0.06, 0.07, -0.01, -0.02]
}

---

7.
{
  "formula": "CH7N2O",
  "method": "ωB97M-V/def2-TZVPD",
  "energy_ev": -6178.004,
  "largest_force_ev_per_a": 0.26,
  "total_charge": -1,
  "de_lowest_kj_mol": 32.2,
  "elements": ["N", "H", "H", "H", "N", "C", "O", "H", "H", "H", "H"],
  "coordinates": [[2.1924, -0.1155, -1.0552], [1.2618, 0.1000, -0.6966], [2.0477, -0.6216, -1.9236], [2.5932, -0.7716, -0.3913], [-0.7415, 1.0654, 0.6663], [-1.1842, -0.3761, 0.4462], [-2.4545, -0.5407, 0.1390], [-1.3800, 1.6284, 0.1072], [-0.9995, 1.2619, 1.6269], [-0.4725, -0.7609, -0.3287], [-0.8628, -0.8693, 1.4098]],
  "atomic_forces_ev_per_a": [[0.0503, 0.0011, -0.0348], [0.0678, 0.1616, 0.0689], [0.0134, -0.0472, 0.1227], [-0.0637, 0.0095, -0.1144], [0.1924, -0.1276, 0.1163], [-0.1053, -0.0343, 0.0146], [-0.1180, 0.0565, 0.0023], [-0.0221, -0.1410, -0.0480], [-0.0750, 0.2231, 0.0212], [-0.0444, -0.0721, -0.0711], [0.1048, -0.0297, -0.0776]],
  "lowdin_charge": [0.00, -0.04, -0.01, -0.01, -0.06, -0.67, -0.36, 0.02, 0.01, 0.04, 0.06]
}

---

8.
{
  "formula": "CH7N2O",
  "method": "ωB97M-V/def2-TZVPD",
  "energy_ev": -6154.751,
  "largest_force_ev_per_a": 5.67,
  "total_charge": 2,
  "de_lowest_kj_mol": 297.4,
  "multiplicity": 2,
  "elements": ["O", "H", "H", "H", "N", "C", "N", "H", "H", "H", "H"],
  "coordinates": [[-1.8330, -0.1386, -0.8337], [-0.6713, -0.8094, 0.1346], [-2.7835, -0.2387, -0.7804], [-1.8369, -0.5307, -1.7412], [0.3607, -0.8523, 0.2879], [0.9294, 0.5957, 0.2494], [1.6334, 1.0995, 1.1846], [1.0223, -1.2676, -0.3786], [0.6409, -1.1998, 1.2513], [0.4765, 1.2992, -0.4447], [2.0615, 2.0428, 1.0707]],
  "atomic_forces_ev_per_a": [[0.0489, -0.9795, -1.5013], [-1.1768, -0.0047, -1.2551], [-1.0435, 0.4877, 1.3176], [0.9999, 0.3711, 0.2991], [4.3184, 2.7772, 2.4138], [-0.8659, -1.4810, 3.1838], [-1.3707, -0.0179, -3.2963], [-0.8329, -1.1583, -0.5397], [-0.6294, -0.1565, -1.0176], [-0.1126, 0.2665, -0.7149], [0.6646, -0.1045, 1.1105]],
  "lowdin_charge": [-0.02, 0.12, 0.10, 0.13, 0.28, 0.08, 0.48, 0.20, 0.22, 0.20, 0.21]
}